No. 1
A 2-piece molecular cluster, C5H8N2 overall at a distorted geometry. Source: OMol25; level of theory: ωB97M-V/def2-TZVPD.

Structure (XYZ):
```
15
C5H8N2, DFT ωB97M-V/def2-TZVPD
H -2.598 -1.399 0.500
N 2.068 -0.703 -0.370
H 0.547 2.581 -0.565
N -0.326 -0.051 1.294
H -2.175 -1.645 -1.141
C 2.316 -1.078 0.665
H 1.475 1.299 -1.241
H 2.350 -1.541 1.685
C -0.025 0.580 0.000
C -1.065 -0.142 0.072
H 0.231 -0.893 1.444
H 1.791 1.505 0.370
C -2.266 -0.816 -0.342
C 0.981 1.596 -0.372
H -2.947 -0.025 -0.480
```

The calculation puts the electronic energy at -8289.8601 eV. The energy above the lowest of the compared OMol25 structures with the same formula, charge and spin comes out at 118.4 kcal per mole. As for the SMILES: CC1=C(C)N1.C#N. Its charge is 0. The calculation puts the HOMO-LUMO gap at 0.3079 Eh.

Mulliken atomic charge list, values in e, 4 entries: 0.3900 -0.3890 0.3214 -0.6612



No. 2
A 3-piece molecular cluster, C2H10N2O2 overall at a distorted geometry. Source: OMol25; level of theory: ωB97M-V/def2-TZVPD.

Structure (XYZ):
```
16
C2H10N2O2, DFT ωB97M-V/def2-TZVPD
H -3.719 -0.888 -0.764
C 1.320 0.623 1.662
H -0.893 -1.354 1.076
O -3.351 -1.532 -0.219
H 2.366 2.220 2.375
H 2.488 1.826 -6.063
H -4.148 -1.908 0.144
H 1.483 -1.413 2.562
N 1.011 -0.786 1.805
H 0.780 1.316 0.911
H -0.649 -1.752 2.863
O 1.803 1.739 -6.761
N 2.079 1.185 2.587
C -0.418 -1.044 2.008
H 0.868 2.014 -6.569
H -1.017 -0.247 2.383
```

The calculation puts the electronic energy at -9309.3710 eV. The energy above the lowest of the compared OMol25 structures with the same formula, charge and spin comes out at 50.7 kcal per mole. As for the SMILES: [H]/N=C/NC.O.O. Its charge is 0. The calculation puts the HOMO-LUMO gap at 0.3605 Eh.

Mulliken atomic charge list, values in e, 4 entries: 0.2965 0.0635 0.2500 -0.5962



No. 3
One molecule with the formula C5H9ClN2 at a distorted geometry. Source: OMol25; level of theory: ωB97M-V/def2-TZVPD.

Structure (XYZ):
```
17
C5H9ClN2, DFT ωB97M-V/def2-TZVPD
C -1.482 -1.501 1.077
H -0.605 3.274 -0.043
H -2.360 2.780 -0.159
H 2.531 1.367 -1.350
Cl 0.937 -2.160 0.271
H 1.113 2.580 -1.692
H -2.329 -0.858 1.273
H 1.760 2.128 0.026
N -1.101 1.253 0.455
H -1.461 -2.514 1.421
C 1.540 1.771 -1.020
H -1.450 2.238 -1.422
N 0.729 0.621 -0.887
C -1.344 2.497 -0.344
H 1.300 -0.185 -0.888
C -0.276 0.392 -0.004
C -0.409 -1.027 0.500
```

The calculation puts the electronic energy at -20831.9660 eV. The energy above the lowest of the compared OMol25 structures with the same formula, charge and spin comes out at 43.6 kcal per mole. As for the SMILES: C=C(Cl)/C(=N/C)NC. Its charge is 0. The calculation puts the HOMO-LUMO gap at 0.3486 Eh.

Mulliken atomic charge list, values in e, 4 entries: -0.7987 0.2841 0.3309 0.3456



No. 4
A 2-piece molecular cluster, C4H8N2O overall at a distorted geometry. Source: OMol25; level of theory: ωB97M-V/def2-TZVPD.

Structure (XYZ):
```
15
C4H8N2O, DFT ωB97M-V/def2-TZVPD
C 1.043 0.034 -0.244
O -2.396 -0.848 1.395
H 0.389 -0.913 -2.062
H 2.637 -0.391 0.972
H -2.070 0.609 -1.471
N 0.491 1.005 0.602
H 3.106 -0.087 -0.563
N -1.082 0.518 -0.944
C -0.782 1.276 0.209
C 2.331 -0.629 0.011
C 0.041 -0.284 -1.186
H -1.308 2.229 0.322
H -1.869 -0.103 1.019
H -2.904 -0.687 2.232
H 2.374 -1.730 -0.290
```

The calculation puts the electronic energy at -9304.0108 eV. The energy above the lowest of the compared OMol25 structures with the same formula, charge and spin comes out at 54.9 kcal per mole. As for the SMILES: Cc1c[nH]cn1.O. Its charge is 0. The calculation puts the HOMO-LUMO gap at 0.3485 Eh.

Mulliken atomic charge list, values in e, 4 entries: 0.8243 -0.7171 0.3062 0.3723



What did the third record say?
One molecule with the formula C5H9ClN2 at a distorted geometry. Source: OMol25; level of theory: ωB97M-V/def2-TZVPD.

Structure (XYZ):
```
17
C5H9ClN2, DFT ωB97M-V/def2-TZVPD
C -1.482 -1.501 1.077
H -0.605 3.274 -0.043
H -2.360 2.780 -0.159
H 2.531 1.367 -1.350
Cl 0.937 -2.160 0.271
H 1.113 2.580 -1.692
H -2.329 -0.858 1.273
H 1.760 2.128 0.026
N -1.101 1.253 0.455
H -1.461 -2.514 1.421
C 1.540 1.771 -1.020
H -1.450 2.238 -1.422
N 0.729 0.621 -0.887
C -1.344 2.497 -0.344
H 1.300 -0.185 -0.888
C -0.276 0.392 -0.004
C -0.409 -1.027 0.500
```

The calculation puts the electronic energy at -20831.9660 eV. The energy above the lowest of the compared OMol25 structures with the same formula, charge and spin comes out at 43.6 kcal per mole. As for the SMILES: C=C(Cl)/C(=N/C)NC. Its charge is 0. The calculation puts the HOMO-LUMO gap at 0.3486 Eh.

Mulliken atomic charge list, values in e, 4 entries: -0.7987 0.2841 0.3309 0.3456